Formula: C67H162N5O34P7
Source: the OMol25 dataset
Level of theory: ωB97M-V with the def2-TZVPD basis set

Output
* largest force on an atom: 3.4 eV Å⁻¹
* HOMO-LUMO gap: 8.069 eV
* LUMO level: 0.33 eV
* calculated total energy: -214203.8148 eV

Structure (XYZ):
```
275
Properties=species:S:1:pos:R:3:lowdin_charge:R:1
P -25.22 4.15 -19.56 0.305
P -30.91 13.07 -22.06 0.281
P -25.82 9.71 -13.69 0.401
P -22.99 9.81 -19.13 0.290
P -17.88 8.21 -17.53 0.304
P -25.85 16.96 -19.93 0.284
P -25.45 7.24 -25.32 0.294
O -24.76 6.08 -26.12 -0.218
O -25.66 2.79 -19.61 -0.192
O -24.66 4.74 -20.91 -0.225
O -19.23 7.62 -17.37 -0.228
O -21.73 2.72 -19.75 -0.022
O -25.85 15.40 -20.13 -0.210
O -32.35 13.67 -21.91 -0.200
O -23.98 4.48 -18.62 -0.253
O -25.03 10.03 -12.36 -0.206
O -30.49 12.84 -20.57 -0.185
O -25.84 17.12 -18.37 -0.218
O -24.22 9.28 -19.93 -0.214
O -24.98 6.82 -23.87 -0.234
O -27.85 10.98 -17.41 -0.128
O -22.64 11.14 -19.57 -0.191
O -22.38 13.40 -18.23 -0.049
O -17.63 9.53 -16.81 -0.176
O -26.39 5.14 -19.16 -0.188
O -29.99 14.21 -22.52 -0.165
O -17.61 8.43 -19.06 -0.199
O -16.75 7.23 -17.16 -0.193
O -30.88 11.83 -22.82 -0.207
O -23.39 9.68 -17.63 -0.187
O -22.31 12.64 -24.95 -0.036
O -27.33 17.33 -20.30 -0.199
O -24.74 17.70 -20.49 -0.204
O -25.40 10.68 -14.71 -0.216
O -19.94 8.45 -14.76 -0.057
O -25.51 8.18 -13.99 -0.182
O -26.97 6.96 -25.35 -0.192
O -18.02 7.04 -22.68 -0.028
O -21.94 8.73 -19.41 -0.181
O -27.39 9.77 -13.31 -0.192
O -25.11 8.58 -25.81 -0.207
N -18.30 5.74 -23.06 -0.115
N -21.23 12.30 -24.04 -0.086
N -21.45 2.21 -18.49 -0.109
N -21.73 13.03 -17.07 -0.102
N -19.10 7.88 -13.77 -0.073
C -19.68 12.96 -22.27 -0.130
C -24.77 3.93 -22.13 -0.021
C -20.27 13.21 -14.65 -0.183
C -18.77 8.92 -12.83 -0.494
C -24.67 14.70 -19.55 -0.049
C -21.22 10.89 -23.71 -0.487
C -21.75 0.81 -18.36 -0.489
C -20.01 4.14 -23.80 -0.118
C -17.83 4.77 -20.78 -0.022
C -22.50 10.42 -22.98 -0.018
C -25.56 7.74 -15.33 -0.109
C -19.91 14.58 -17.53 -0.015
C -19.70 12.55 -15.88 -0.118
C -20.20 6.59 -24.43 -0.027
C -18.51 7.14 -11.05 -0.208
C -27.44 18.30 -21.34 -0.083
C -25.44 10.04 -19.92 -0.041
C -23.48 6.25 -26.80 -0.035
C -17.89 8.32 -11.73 -0.162
C -16.62 5.94 -17.81 -0.063
C -18.79 2.33 -18.62 -0.001
C -21.25 10.11 -25.05 -0.021
C -17.91 3.27 -22.92 -0.126
C -19.90 10.58 -22.91 -0.106
C -21.07 6.55 -12.84 -0.036
C -25.32 7.67 -22.77 -0.078
C -26.08 6.55 -19.01 -0.067
C -19.77 5.61 -23.30 -0.430
C -20.20 2.74 -17.97 -0.462
C -17.92 10.08 -13.53 -0.012
C -27.17 12.22 -17.29 -0.152
C -24.10 4.34 -17.19 -0.050
C -22.17 7.39 -18.96 -0.069
C -21.78 13.10 -14.67 -0.140
C -22.47 15.16 -15.88 -0.026
C -18.70 6.06 -12.08 -0.132
C -28.02 11.00 -13.59 -0.109
C -20.25 4.24 -18.18 -0.045
C -26.90 16.59 -17.50 -0.047
C -20.95 13.41 -23.05 -0.474
C -18.73 8.74 -19.94 -0.051
C -22.40 9.50 -16.64 -0.088
C -19.60 6.52 -13.29 -0.463
C -20.20 2.44 -16.48 -0.144
C -21.67 0.54 -16.83 -0.127
C -33.48 12.79 -21.89 -0.088
C -29.73 15.46 -21.91 -0.067
C -27.70 5.76 -25.22 -0.089
C -20.73 14.64 -23.92 -0.045
C -19.74 11.54 -21.75 -0.208
C -20.29 0.94 -16.27 -0.153
C -19.42 5.51 -14.42 -0.047
C -20.02 9.62 -12.21 -0.032
C -23.62 10.10 -12.27 -0.092
C -30.26 11.66 -19.90 -0.121
C -19.84 12.23 -18.35 -0.027
C -22.45 13.61 -15.95 -0.486
C -16.06 4.97 -22.63 -0.036
C -20.85 -0.15 -19.21 0.000
C -23.25 0.58 -18.76 -0.029
C -20.30 13.12 -17.21 -0.484
C -16.44 10.23 -16.95 -0.088
C -20.67 5.94 -22.05 -0.004
C -22.11 13.66 -22.06 -0.028
C -17.55 4.70 -22.32 -0.451
C -19.41 3.08 -22.89 -0.191
C -23.91 13.08 -15.90 -0.028
H -23.43 10.06 -11.19 0.098
H -22.65 15.61 -16.90 0.099
H -16.94 7.98 -12.14 0.119
H -17.41 7.36 -23.35 0.110
H -18.80 13.01 -22.89 0.114
H -25.51 6.65 -15.38 0.075
H -19.51 7.46 -10.65 0.108
H -19.99 14.24 -14.64 0.096
H -17.69 5.81 -12.50 0.127
H -18.69 4.18 -20.48 0.025
H -20.20 15.47 -23.40 0.093
H -22.10 -0.43 -16.59 0.119
H -24.73 8.10 -15.98 0.075
H -16.02 5.29 -17.16 0.100
H -23.12 9.29 -12.76 0.069
H -20.25 0.70 -15.20 0.111
H -22.47 6.79 -19.83 0.091
H -23.34 10.80 -23.55 0.082
H -17.72 9.11 -10.99 0.123
H -21.71 6.08 -22.35 0.084
H -23.40 0.92 -19.78 0.072
H -19.26 2.79 -16.07 0.112
H -20.70 8.99 -11.63 0.054
H -19.19 9.68 -19.67 0.062
H -23.32 15.52 -15.33 0.070
H -28.72 5.98 -25.46 0.082
H -23.92 1.06 -18.04 0.068
H -21.28 6.81 -11.79 0.075
H -17.31 2.57 -22.32 0.125
H -20.05 11.51 -15.87 0.108
H -17.02 9.57 -13.95 0.087
H -18.89 11.32 -21.12 0.098
H -19.75 12.76 -13.82 0.102
H -18.22 8.87 -20.89 0.077
H -16.98 4.29 -20.30 0.084
H -15.77 9.66 -17.57 0.080
H -21.41 9.06 -24.86 0.048
H -28.72 11.13 -17.81 0.042
H -28.10 17.93 -22.11 0.063
H -26.39 7.56 -22.53 0.100
H -21.26 6.56 -24.67 0.052
H -24.68 7.34 -21.96 0.075
H -20.33 10.17 -25.59 0.077
H -21.38 9.55 -17.04 0.081
H -22.94 7.28 -18.18 0.088
H -26.82 12.61 -18.25 0.061
H -26.23 9.29 -19.95 0.076
H -21.13 -1.17 -18.98 0.078
H -23.48 7.16 -27.40 0.090
H -18.52 10.47 -14.33 0.033
H -21.75 14.31 -21.24 0.092
H -18.01 6.84 -10.10 0.123
H -22.95 14.17 -22.52 0.077
H -28.20 11.05 -14.65 0.072
H -30.68 10.76 -20.30 0.091
H -18.85 14.70 -17.81 0.086
H -21.99 12.04 -14.50 0.093
H -17.61 3.20 -23.95 0.109
H -26.31 11.95 -16.70 0.045
H -29.43 16.23 -22.63 0.088
H -19.51 0.35 -16.72 0.096
H -18.82 12.42 -18.67 0.088
H -24.46 3.32 -16.99 0.096
H -26.29 6.89 -18.03 0.065
H -24.84 4.66 -22.91 0.059
H -19.22 5.14 -11.74 0.125
H -23.33 5.34 -27.37 0.092
H -21.24 7.11 -18.47 0.068
H -33.57 12.00 -21.15 0.085
H -23.87 14.62 -20.31 0.076
H -20.61 10.13 -13.02 0.077
H -21.05 3.93 -23.99 0.114
H -17.68 10.93 -12.87 0.088
H -22.53 8.52 -16.14 0.098
H -26.81 7.04 -19.69 0.097
H -22.43 1.16 -16.37 0.103
H -20.33 6.84 -21.58 0.044
H -22.40 10.34 -15.97 0.066
H -30.66 11.76 -18.90 0.088
H -23.55 -0.50 -18.69 0.096
H -19.46 4.51 -14.05 0.061
H -22.56 10.73 -21.93 0.048
H -24.25 15.23 -18.72 0.060
H -29.19 11.47 -19.85 0.081
H -22.47 12.69 -21.68 0.064
H -28.90 15.31 -21.25 0.072
H -21.49 5.53 -12.92 0.085
H -23.82 3.42 -22.24 0.090
H -20.05 7.61 -24.09 0.052
H -23.88 12.00 -15.98 0.038
H -25.45 10.57 -20.85 0.095
H -19.98 9.51 -22.62 0.107
H -19.78 7.94 -15.59 0.042
H -22.07 10.45 -25.65 0.075
H -21.55 15.52 -15.41 0.068
H -21.67 15.02 -24.31 0.072
H -19.44 4.05 -24.73 0.116
H -27.78 17.24 -17.66 0.094
H -20.38 12.42 -19.25 0.047
H -30.55 15.79 -21.27 0.096
H -15.77 5.87 -22.10 0.076
H -23.13 12.66 -24.41 0.098
H -27.04 15.52 -17.58 0.070
H -34.30 13.48 -21.73 0.087
H -18.63 12.62 -16.01 0.117
H -25.53 10.67 -19.03 0.081
H -21.02 0.05 -20.28 0.090
H -20.15 14.40 -24.84 0.095
H -26.48 8.04 -15.84 0.092
H -20.69 5.20 -21.25 0.054
H -16.22 6.10 -18.85 0.092
H -18.44 5.61 -14.93 0.092
H -25.00 13.71 -19.21 0.076
H -20.19 4.55 -19.25 0.066
H -28.95 10.99 -13.05 0.088
H -21.29 4.56 -17.94 0.076
H -16.00 10.30 -15.98 0.081
H -15.90 5.07 -23.68 0.076
H -24.42 13.39 -14.95 0.101
H -22.43 3.37 -19.61 0.065
H -19.62 6.33 -25.33 0.100
H -19.58 2.07 -23.24 0.112
H -27.41 11.88 -13.34 0.095
H -25.62 3.28 -22.07 0.085
H -18.45 1.36 -18.26 0.059
H -27.72 12.99 -16.77 0.080
H -16.52 11.22 -17.42 0.105
H -21.57 7.23 -13.54 0.071
H -27.64 5.38 -24.18 0.093
H -19.03 10.69 -23.59 0.130
H -27.98 19.14 -20.93 0.093
H -25.11 6.81 -19.39 0.059
H -19.79 3.12 -21.87 0.088
H -22.47 12.63 -18.79 0.029
H -18.07 3.11 -18.33 0.071
H -26.60 16.69 -16.48 0.075
H -26.50 18.59 -21.78 0.078
H -33.47 12.16 -22.78 0.088
H -23.28 11.04 -12.72 0.085
H -22.46 9.34 -22.93 0.076
H -24.81 5.08 -16.75 0.075
H -19.49 4.80 -17.59 0.073
H -19.50 13.71 -21.48 0.124
H -17.94 5.84 -20.56 0.081
H -27.38 4.96 -25.92 0.103
H -22.72 6.37 -26.05 0.051
H -15.40 4.15 -22.33 0.084
H -20.20 5.58 -15.22 0.088
H -20.65 11.49 -21.12 0.089
H -19.41 7.89 -20.04 0.072
H -18.78 2.29 -19.69 0.060
H -22.27 13.70 -13.86 0.137
H -19.83 -0.01 -18.93 0.040
H -19.68 10.43 -11.52 0.093
H -17.60 5.46 -18.13 0.064
H -20.59 15.02 -18.28 0.093
H -20.95 2.96 -15.92 0.108
H -19.98 11.17 -18.16 0.067
H -24.56 13.53 -16.70 0.073
H -23.11 4.55 -16.81 0.076
H -25.18 8.69 -23.03 0.067
H -19.98 15.18 -16.62 0.058
```